{"formula": "C37H29BrClF4GaN3P2S", "method": "ωB97M-V/def2-TZVPD", "elements": ["Br", "Ga", "Cl", "S", "P", "P", "F", "F", "F", "F", "N", "N", "N", "C", "C", "C", "C", "C", "C", "C", "C", "C", "C", "C", "C", "C", "C", "C", "C", "C", "C", "C", "C", "C", "C", "C", "C", "C", "C", "C", "C", "C", "C", "C", "C", "C", "C", "C", "C", "C", "H", "H", "H", "H", "H", "H", "H", "H", "H", "H", "H", "H", "H", "H", "H", "H", "H", "H", "H", "H", "H", "H", "H", "H", "H", "H", "H", "H", "H"], "coordinates": [[0.88, 3.17, -1.75], [-0.17, 0.56, -0.94], [0.56, -1.52, -2.49], [-1.60, 1.10, -2.78], [2.18, -0.05, -0.38], [-0.97, 2.00, 1.01], [-2.00, 6.89, 1.95], [0.72, 6.08, -1.79], [-2.03, 4.25, 2.48], [-0.64, 7.82, -0.21], [-3.38, -0.58, -3.72], [-2.46, -1.15, -1.68], [-1.72, -0.79, -0.54], [-1.38, 6.06, 1.15], [2.63, -4.21, 1.42], [-0.30, 0.58, 3.25], [-3.31, 1.55, 2.55], [4.10, 2.99, 1.57], [0.99, 1.43, 5.08], [1.94, -3.22, 2.10], [4.52, 0.30, 0.98], [3.12, 2.28, 0.90], [5.48, 1.03, 1.66], [-4.95, 1.72, 0.30], [2.78, -0.07, -2.08], [3.64, -0.24, -4.72], [-2.55, -0.31, -2.73], [3.95, 0.57, -2.48], [3.15, -3.97, 0.16], [0.75, 2.75, 3.09], [0.00, 5.64, -0.77], [-3.58, 1.88, 0.17], [-5.50, 1.49, 1.55], [2.98, -2.74, -0.44], [2.29, -1.74, 0.24], [3.33, 0.94, 0.60], [2.46, -0.88, -4.35], [5.28, 2.37, 1.95], [2.04, -0.77, -3.04], [-1.40, 4.70, 1.40], [-0.78, 3.77, 0.57], [0.22, 0.42, 4.52], [-0.07, 4.27, -0.52], [-0.08, 1.77, 2.55], [1.28, 2.58, 4.36], [1.75, -1.98, 1.51], [-4.68, 1.42, 2.67], [-0.68, 6.54, 0.05], [4.37, 0.49, -3.80], [-2.75, 1.78, 1.30], [4.54, 1.11, -1.75], [1.36, 1.33, 6.10], [2.19, 2.76, 0.61], [-5.58, 1.80, -0.57], [-3.41, 0.03, -4.53], [4.69, -0.74, 0.74], [0.01, -0.48, 5.09], [3.95, 4.04, 1.79], [-0.91, -0.20, 2.81], [1.90, 3.35, 4.79], [-3.14, 2.13, -0.79], [1.90, -1.47, -5.07], [-6.57, 1.38, 1.65], [-2.32, -0.33, 0.14], [3.42, -2.54, -1.42], [1.23, -1.18, 2.02], [-3.96, -1.40, -3.75], [3.69, -4.75, -0.37], [5.28, 0.99, -4.11], [6.40, 0.54, 1.96], [1.55, -3.40, 3.09], [0.95, 3.67, 2.54], [6.04, 2.93, 2.47], [3.98, -0.32, -5.75], [-1.34, -1.64, -0.12], [-5.12, 1.28, 3.65], [-3.11, -1.93, -1.61], [-2.68, 1.50, 3.43], [2.77, -5.18, 1.89]], "e_lumo_ev": -8.67, "total_charge": 3, "orbital_gap_ev": 7.9, "homo_ev": -16.6, "total_energy_ev": -218510.1658}

=====

{"formula": "C4H3BrO2", "method": "ωB97M-V/def2-TZVPD", "elements": ["Br", "O", "O", "C", "C", "C", "C", "H", "H", "H"], "coordinates": [[-4.32, 0.25, 0.06], [-0.82, -2.48, 0.16], [-2.07, -2.36, -0.32], [-1.33, 0.66, -0.24], [-0.15, -0.13, -0.09], [0.00, -1.46, 0.17], [-2.59, 0.30, -0.26], [0.76, 0.45, -0.05], [0.98, -1.83, 0.45], [-1.16, 1.73, -0.36]], "e_lumo_ev": [0.05, -1.61], "orbital_gap_ev": [8.4, 6.0], "homo_ev": [-8.4, -7.6], "total_energy_ev": -78325.7908, "de_lowest_ev": 6.1057}

=====

{"formula": "C6H6FN", "method": "ωB97M-V/def2-TZVPD", "elements": ["F", "N", "C", "C", "C", "C", "C", "C", "H", "H", "H", "H", "H", "H"], "coordinates": [[2.07, 1.28, 0.84], [-0.04, -0.45, -0.47], [-1.03, -1.25, 0.37], [-1.96, -0.23, 0.76], [1.40, 0.97, -0.44], [-0.16, 0.85, -0.45], [-1.36, 0.99, 0.26], [1.40, -0.71, -0.61], [2.02, 1.65, -1.14], [-1.81, 1.83, 0.48], [1.84, -1.35, 0.33], [-2.96, -0.33, 1.23], [-1.20, -2.24, 0.46], [1.80, -1.01, -1.63]], "e_lumo_ev": 0.99, "orbital_gap_ev": 9.4, "homo_ev": -8.4, "smiles": "F[C@H]1Cn2cccc21", "total_energy_ev": -10522.1573, "de_lowest_ev": 4.7605}